Entry 1:
{"formula": "C25H42Cl2O2P2Pb", "method": "ωB97M-V/def2-TZVPD", "species": ["Pb", "C", "C", "C", "C", "C", "C", "H", "H", "H", "C", "H", "H", "H", "C", "H", "H", "H", "C", "H", "H", "H", "C", "H", "H", "H", "C", "C", "C", "C", "C", "C", "C", "C", "H", "H", "H", "H", "H", "H", "H", "H", "H", "H", "H", "H", "P", "C", "C", "P", "C", "C", "C", "H", "H", "H", "H", "H", "H", "H", "H", "H", "H", "H", "H", "H", "H", "Cl", "C", "Cl", "C", "O", "O", "H"], "coordinates": [[0.77, 2.92, -4.50], [0.89, -2.02, 1.40], [1.11, -0.83, 2.15], [-1.16, -1.14, 1.99], [-0.52, -2.21, 1.32], [-0.16, -0.28, 2.52], [1.90, -2.89, 0.77], [2.82, -2.34, 0.55], [1.50, -3.31, -0.16], [2.16, -3.73, 1.43], [-1.22, -3.33, 0.66], [-0.51, -4.03, 0.21], [-1.89, -2.96, -0.13], [-1.84, -3.90, 1.37], [-2.63, -0.96, 2.08], [-3.11, -1.85, 2.50], [-3.04, -0.78, 1.08], [-2.87, -0.12, 2.73], [-0.40, 0.97, 3.27], [-0.37, 0.79, 4.36], [-1.38, 1.38, 3.01], [0.37, 1.73, 3.05], [2.42, -0.24, 2.51], [2.68, -0.43, 3.56], [2.43, 0.85, 2.38], [3.24, -0.66, 1.91], [2.70, 2.94, -5.73], [3.28, 2.22, -4.68], [4.53, 2.73, -4.01], [4.27, 4.10, -3.33], [2.92, 4.23, -2.76], [1.85, 4.68, -3.50], [2.18, 5.37, -4.84], [2.81, 4.46, -5.95], [5.33, 2.87, -4.75], [4.50, 4.91, -4.04], [4.92, 1.99, -3.28], [3.86, 4.76, -6.17], [2.42, 2.41, -6.64], [3.09, 1.15, -4.57], [2.21, 4.64, -6.87], [1.27, 5.83, -5.27], [0.97, 5.05, -2.95], [2.89, 6.18, -4.66], [5.00, 4.20, -2.52], [2.81, 4.13, -1.68], [2.21, -0.33, -0.93], [1.51, -0.73, -2.61], [3.99, -0.31, -1.29], [0.72, 2.17, 0.44], [1.91, 1.52, -0.86], [1.63, 3.66, 1.07], [-0.49, 3.04, -0.62], [0.47, -1.09, -2.47], [2.07, -1.55, -3.08], [1.44, 0.13, -3.30], [4.29, 0.54, -1.91], [4.28, -1.25, -1.76], [4.51, -0.22, -0.33], [-0.03, 3.26, -1.60], [-0.93, 3.92, -0.15], [-1.30, 2.34, -0.83], [1.60, 1.85, -1.88], [2.89, 1.99, -0.65], [1.09, 4.04, 1.96], [1.68, 4.46, 0.32], [2.65, 3.39, 1.39], [-3.25, -1.65, -2.26], [-3.00, 0.08, -2.54], [-4.01, 1.02, -1.41], [-1.50, 0.50, -2.27], [-0.96, 1.15, -3.21], [-1.03, 0.14, -1.17], [-3.27, 0.35, -3.58]], "total_energy_ha": -2923.4689, "lumo_energy_ev": [-8.13, -8.13], "homo_lumo_gap_ev": [5.0, 4.8], "charge": 2, "e_above_lowest_kj_mol": 0.0}

***

Entry 2:
{"formula": "C25H42Cl2O5PS5TeZr", "method": "ωB97M-V/def2-TZVPD", "species": ["Zr", "C", "C", "O", "P", "S", "S", "O", "C", "C", "H", "H", "H", "H", "H", "H", "H", "H", "H", "H", "Cl", "C", "Cl", "H", "H", "O", "S", "C", "C", "C", "C", "S", "O", "C", "C", "C", "C", "C", "C", "C", "C", "C", "C", "C", "C", "H", "H", "H", "H", "H", "H", "H", "H", "H", "H", "H", "H", "H", "H", "H", "H", "H", "H", "C", "Te", "C", "H", "H", "H", "H", "H", "H", "C", "S", "C", "O", "H", "H", "H", "H", "H", "H"], "coordinates": [[-0.67, -1.46, 0.83], [0.99, 3.57, -0.97], [-0.42, 3.78, -0.47], [-1.08, 2.52, -0.15], [-0.95, 1.77, 1.24], [-2.50, 0.57, 1.42], [0.79, 0.73, 1.33], [-0.98, 2.90, 2.34], [0.14, 3.49, 3.04], [0.13, 3.02, 4.47], [1.41, 4.54, -1.25], [1.00, 2.93, -1.85], [1.63, 3.12, -0.21], [-1.06, 4.22, -1.24], [-0.46, 4.42, 0.41], [0.00, 4.56, 2.97], [1.07, 3.22, 2.53], [-0.80, 3.29, 4.96], [0.95, 3.48, 5.02], [0.24, 1.93, 4.53], [-2.96, -2.87, 0.57], [-1.29, -3.61, 0.64], [1.47, -2.52, 2.00], [-1.14, -4.13, -0.30], [-1.27, -4.31, 1.47], [-1.38, -0.64, -1.05], [-2.65, -0.79, -1.90], [-2.20, -2.05, -3.12], [-1.20, -1.66, -4.20], [0.22, -1.34, -3.71], [1.02, -2.57, -3.29], [1.82, -2.46, -1.68], [0.67, -2.07, -0.75], [2.83, -1.00, -1.84], [3.25, -0.43, -0.65], [4.09, 0.68, -0.69], [4.51, 1.19, -1.91], [4.11, 0.59, -3.09], [3.26, -0.51, -3.07], [-2.71, 0.67, -2.91], [-3.91, 0.92, -3.56], [-3.99, 2.02, -4.40], [-2.89, 2.85, -4.57], [-1.71, 2.59, -3.89], [-1.60, 1.49, -3.05], [-3.15, -2.35, -3.56], [-1.86, -2.88, -2.49], [-1.58, -0.80, -4.75], [-1.16, -2.49, -4.91], [0.18, -0.63, -2.89], [0.74, -0.84, -4.53], [1.82, -2.84, -3.98], [0.40, -3.46, -3.18], [2.93, -0.85, 0.29], [4.42, 1.13, 0.23], [5.17, 2.04, -1.94], [4.45, 0.98, -4.04], [2.96, -0.97, -4.00], [-4.77, 0.28, -3.40], [-4.92, 2.23, -4.92], [-2.97, 3.71, -5.22], [-0.86, 3.25, -4.02], [-0.70, 1.29, -2.50], [3.24, -2.34, 4.87], [1.97, -0.76, 4.31], [3.55, 0.62, 4.02], [4.01, -2.45, 4.11], [2.65, -3.25, 4.94], [3.69, -2.11, 5.84], [4.13, 0.66, 4.95], [3.12, 1.58, 3.79], [4.18, 0.27, 3.20], [-2.22, -3.84, 4.08], [-1.89, -2.09, 4.20], [-3.57, -1.48, 4.10], [-1.24, -1.71, 2.88], [-2.71, -4.14, 5.01], [-1.27, -4.35, 3.98], [-2.87, -4.04, 3.23], [-4.09, -1.82, 5.00], [-4.04, -1.86, 3.20], [-3.52, -0.39, 4.09]], "total_energy_ha": -4921.4394, "spin_multiplicity": 2, "lumo_energy_ev": [-4.43, -6.81], "homo_lumo_gap_ev": [8.8, 6.8], "charge": 2, "e_above_lowest_kj_mol": 64.1}

***

Entry 3:
{"formula": "C25H42N2O5", "method": "ωB97M-V/def2-TZVPD", "species": ["O", "C", "C", "C", "C", "C", "C", "O", "C", "O", "C", "C", "O", "C", "N", "C", "C", "C", "C", "C", "C", "H", "H", "H", "H", "H", "H", "H", "H", "H", "H", "H", "H", "H", "H", "H", "H", "H", "H", "H", "H", "H", "H", "H", "H", "C", "C", "C", "C", "C", "C", "N", "O", "C", "C", "C", "H", "H", "H", "H", "H", "H", "H", "H", "H", "H", "H", "H", "H", "H", "H", "H", "H", "H"], "coordinates": [[4.80, 1.04, 2.03], [5.20, 1.38, 0.95], [5.35, 2.89, 0.73], [4.76, 3.44, -0.55], [3.32, 3.08, -0.89], [3.05, 4.13, -1.99], [1.73, 4.06, -2.77], [0.78, 3.32, -2.06], [0.82, 1.93, -2.33], [0.76, 1.28, -1.12], [-0.15, 0.17, -1.04], [-0.70, 0.10, 0.38], [0.37, 0.28, 1.33], [3.39, 5.39, -1.21], [4.65, 4.98, -0.48], [5.58, 0.34, -0.05], [5.95, -0.90, 0.47], [6.28, -1.96, -0.35], [6.25, -1.82, -1.73], [5.90, -0.58, -2.27], [5.56, 0.49, -1.44], [6.42, 3.10, 0.72], [4.92, 3.39, 1.59], [5.35, 3.24, -1.43], [2.70, 3.38, -0.05], [3.13, 2.05, -1.15], [3.86, 4.06, -2.73], [1.35, 5.07, -2.95], [1.93, 3.62, -3.74], [0.03, 1.63, -3.03], [1.79, 1.69, -2.81], [-0.99, 0.27, -1.72], [0.43, -0.74, -1.23], [-1.35, 0.96, 0.52], [-1.22, -0.84, 0.54], [1.08, -0.32, 1.07], [2.58, 5.66, -0.53], [3.52, 6.29, -1.81], [5.40, 5.33, -1.06], [4.69, 5.39, 0.45], [5.97, -1.05, 1.54], [6.54, -2.92, 0.07], [6.48, -2.65, -2.38], [5.87, -0.44, -3.34], [5.28, 1.42, -1.90], [-6.16, -0.88, 2.40], [-5.03, -1.93, 2.34], [-5.55, -3.25, 2.92], [-6.55, -4.00, 2.04], [-6.34, -3.72, 0.54], [-4.93, -3.24, 0.17], [-4.64, -2.04, 0.93], [-3.37, -1.52, 0.64], [-4.96, -2.86, -1.31], [-3.92, -4.39, 0.35], [-3.91, -1.45, 3.25], [-5.80, 0.08, 2.01], [-6.51, -0.72, 3.43], [-7.01, -1.18, 1.79], [-4.70, -3.91, 3.11], [-6.00, -3.06, 3.90], [-6.46, -5.07, 2.23], [-7.57, -3.73, 2.31], [-6.59, -4.62, -0.03], [-7.05, -2.95, 0.22], [-5.62, -2.01, -1.47], [-5.32, -3.70, -1.91], [-3.96, -2.60, -1.67], [-4.20, -5.25, -0.27], [-3.86, -4.73, 1.39], [-2.92, -4.07, 0.05], [-4.28, -1.35, 4.27], [-3.52, -0.48, 2.94], [-3.08, -2.16, 3.26]], "total_energy_ha": -1463.2268, "lumo_energy_ev": -1.75, "homo_lumo_gap_ev": 1.1}